Record 1
ORCA calculation (wB97M-V/def2-TZVPD) on a 3-piece molecular cluster, C15H35N4O6S overall in a non-equilibrium geometry.

For the max |F|, the calculation gives 0.1047 hartree/bohr. As for the HOMO-LUMO gap: 8.2 eV. The value obtained for the total energy is -1661.2528 a.u. Its charge is -1.

Element x y z (Å)
C 1.82191 -2.11466 2.80545
O 2.48773 -0.85347 2.97527
C 3.09827 -0.40932 1.75118
C 1.95472 0.13593 0.75262
C 2.52243 1.12156 -0.35370
C 1.61219 2.39271 -0.63169
C 1.10206 3.15419 0.66682
C -0.43889 3.53367 0.57053
C -1.38414 2.54200 1.42414
C -2.87664 2.84889 0.94894
C -3.98089 1.94208 1.63686
C -3.88520 0.39257 1.28439
C -4.13877 0.06285 -0.25380
C -3.18873 -1.09847 -0.81977
S -1.39687 -0.64114 -0.82855
O -1.31514 0.81818 -1.16715
O -0.60472 -1.45089 -1.84941
O -0.82663 -1.02136 0.63296
H 1.43555 -2.30736 1.75969
H 2.52584 -2.96953 3.06364
H 0.91301 -2.09209 3.49343
H 3.78638 0.47747 1.97385
H 3.74982 -1.18680 1.24734
H 1.11897 0.56089 1.38213
H 1.52212 -0.79615 0.25668
H 3.55518 1.48117 -0.04599
H 2.66555 0.55724 -1.33764
H 0.72747 2.14762 -1.32644
H 2.25760 3.12072 -1.23621
H 1.31123 2.62917 1.64478
H 1.67629 4.14421 0.71720
H -0.78783 3.57504 -0.51457
H -0.58678 4.56180 1.03625
H -1.20104 2.77491 2.52183
H -1.08499 1.46122 1.26868
H -2.87064 2.79957 -0.18324
H -3.09438 3.93695 1.23225
H -4.99842 2.30521 1.25508
H -4.01502 2.11292 2.76364
H -2.91943 -0.05743 1.68947
H -4.72249 -0.12786 1.86739
H -4.10552 0.98376 -0.92614
H -5.20218 -0.34268 -0.34424
H -3.27780 -2.06796 -0.24459
H -3.53380 -1.29963 -1.87756
C 0.61190 1.39007 -4.27761
O 0.09595 2.13421 -3.46301
N 1.33905 1.84817 -5.33780
N 0.50489 0.03945 -4.19485
H 1.77138 1.25158 -6.01774
H 1.43866 2.84398 -5.42870
H -0.02797 -0.33676 -3.41677
H 0.92026 -0.59413 -4.85123
C 2.71496 -5.60610 0.66901
O 3.82671 -5.18073 0.39342
N 2.52416 -6.67991 1.48423
N 1.57560 -5.04792 0.18854
H 1.62179 -7.04552 1.72407
H 3.34504 -7.12088 1.86051
H 1.67494 -4.25027 -0.41790
H 0.65528 -5.38298 0.40404

Cartesian forces (eV/Å) of the 3 atoms listed first:
C -0.552 -0.468 0.215
O 0.407 -0.666 -1.026
C -0.413 1.672 -0.906



Record 2
ORCA calculation (wB97M-V/def2-TZVPD) on a 4-piece molecular cluster, C15H35NO6S2 overall in a non-equilibrium geometry.

For the max |F|, the calculation gives 0.0690 hartree/bohr. Its SMILES is O=S1(=O)CCCC1.O=S1(=O)CCCC1.COC[C@H](C)N.CC(C)O. As for the HOMO-LUMO gap: 9.6 eV. The value obtained for the total energy is -1894.9367 a.u. Its charge is 0.

Element x y z (Å)
C 12.56119 -20.09667 0.88420
C 12.34266 -21.61312 0.73528
C 13.49633 -22.47641 0.16035
O 12.36996 -21.95826 2.07568
H 11.75784 -19.42417 1.18499
H 12.82095 -19.85011 -0.14528
H 13.41643 -19.78100 1.48170
H 11.37335 -21.91983 0.34226
H 13.78452 -22.12342 -0.82982
H 13.30521 -23.54225 0.28511
H 14.40635 -22.32901 0.74193
H 12.33310 -21.14841 2.58985
C 14.78110 -25.22582 -3.21354
C 15.71131 -24.28235 -2.44182
C 16.48882 -24.74428 -1.23317
O 17.51843 -25.64598 -1.69013
C 18.43052 -26.14763 -0.69964
N 16.68214 -23.62477 -3.37320
H 13.88598 -25.47784 -2.64491
H 15.27853 -26.16316 -3.46265
H 14.19272 -24.72127 -3.97993
H 15.12846 -23.58831 -1.83626
H 15.90363 -25.33963 -0.53230
H 17.13103 -24.02552 -0.72420
H 18.71019 -27.15790 -0.99838
H 17.93939 -26.20286 0.27187
H 19.28893 -25.47884 -0.76255
H 16.24771 -23.31013 -4.22899
H 17.42893 -24.27065 -3.58592
C 12.02103 -17.74499 5.90083
C 10.51756 -17.43195 6.00006
C 9.91037 -18.87085 5.96723
S 10.83407 -19.88280 4.77454
O 10.48865 -19.45522 3.40967
O 11.04913 -21.26547 5.12767
C 12.39172 -19.02693 5.23476
H 12.48650 -17.94152 6.86665
H 12.61361 -16.91475 5.51657
H 10.16735 -16.96636 5.07882
H 10.29767 -16.88950 6.91956
H 8.87292 -19.00408 5.66054
H 9.99755 -19.31949 6.95679
H 13.02701 -18.86620 4.36373
H 12.81763 -19.78181 5.89572
C 16.86718 -22.49986 3.19496
C 15.41704 -22.69085 3.75087
C 14.92351 -21.41056 4.56412
S 16.02900 -19.96096 4.00713
O 16.75070 -19.38146 5.10921
O 15.24494 -19.09732 3.05934
C 17.13930 -20.92807 2.96876
H 17.09844 -23.13009 2.33623
H 17.55681 -22.81505 3.97801
H 15.23526 -23.63639 4.26176
H 14.79530 -22.71268 2.85585
H 14.94893 -21.57243 5.64174
H 13.90261 -21.09612 4.34737
H 18.21477 -20.76287 3.03331
H 16.74823 -20.89864 1.95176

Cartesian forces (eV/Å) of the 3 atoms listed first:
C 0.603 0.493 -3.406
C 1.128 0.586 1.694
C 0.120 1.394 -0.240



Record 3
ORCA calculation (wB97M-V/def2-TZVPD) on a 4-piece molecular cluster, C15H36BNO14P2S3 overall in a non-equilibrium geometry.

For the max |F|, the calculation gives 0.0999 hartree/bohr. Its SMILES is N[PH](B(O)O)(c1ccccc1)P(=O)(O)O.CCOS(C)(=O)=O.CCOS(C)(=O)=O.CCOS(C)(=O)=O. As for the HOMO-LUMO gap: 8.9 eV. The value obtained for the total energy is -3603.2894 a.u. Its charge is 0.

Element x y z (Å)
N -0.46375 5.83282 0.09442
P 1.01991 5.84218 1.08906
B 2.02688 5.59448 -0.52912
O 1.61945 4.49429 -1.40723
O 3.12100 6.40434 -0.99011
C 0.49452 4.23616 2.01171
C 0.09142 4.22361 3.53252
C -0.29831 2.90579 4.29446
C -0.34969 1.52632 3.55866
C 0.00142 1.52753 2.05345
C 0.43393 2.83971 1.30167
P 2.80369 5.99988 2.36835
O 3.84660 7.02654 1.90861
O 2.23383 6.56410 3.91438
O 3.45354 4.43374 2.66637
H -1.24152 6.22278 0.66318
H -0.71913 4.86324 -0.16830
H 0.64614 7.16746 1.54425
H 2.18349 3.70538 -1.25399
H 3.94337 5.96618 -0.64466
H 0.06417 5.17728 4.16128
H -0.56253 2.89364 5.41213
H -0.63564 0.55718 4.09536
H -0.04983 0.54864 1.44797
H 0.66752 2.69979 0.18895
H 2.35876 5.87023 4.59701
H 3.33311 4.22137 3.62762
O -2.53212 -0.68621 1.13900
S -3.60694 0.02075 0.48842
O -4.78011 0.44497 1.20237
O -4.06500 -0.81730 -0.81919
C -4.48338 -2.17359 -0.64276
C -5.85177 -2.26236 0.00766
C -2.93791 1.42418 -0.35590
H -3.73599 -2.73145 -0.07083
H -4.53167 -2.62473 -1.63679
H -5.83138 -1.87507 1.02831
H -6.19368 -3.29875 0.05200
H -6.58152 -1.66845 -0.54839
H -2.06616 1.11518 -0.93277
H -2.64772 2.15528 0.40053
H -3.70635 1.84651 -1.00276
O -1.71637 -4.63600 -1.52126
S -1.69140 -4.15043 -2.87766
O -2.88489 -4.05877 -3.67552
O -0.57158 -4.97601 -3.70643
C -0.67940 -6.39950 -3.76110
C -1.81186 -6.84493 -4.66824
C -0.89004 -2.57361 -2.90420
H -0.79285 -6.81265 -2.75449
H 0.26568 -6.77550 -4.15970
H -2.78158 -6.53857 -4.27110
H -1.82275 -7.93247 -4.77009
H -1.71158 -6.39409 -5.65870
H 0.03728 -2.63056 -2.33341
H -1.56860 -1.85153 -2.44669
H -0.69633 -2.29350 -3.93918
O 3.39405 -0.17177 -0.13324
S 3.80484 -1.50583 -0.49107
O 3.05271 -2.31024 -1.41752
O 4.04693 -2.35862 0.86345
C 2.96831 -2.47564 1.79450
C 1.88537 -3.41158 1.28907
C 5.48561 -1.45712 -1.04045
H 2.55962 -1.48865 2.03105
H 3.38751 -2.88121 2.71816
H 1.39949 -3.01081 0.39733
H 1.11492 -3.56010 2.04890
H 2.31056 -4.38083 1.01695
H 6.07907 -0.88065 -0.33108
H 5.49776 -0.97534 -2.01907
H 5.85889 -2.47713 -1.12610

Cartesian forces (eV/Å) of the 3 atoms listed first:
N -0.528 -0.224 0.640
P -2.614 -1.139 0.036
B 1.771 -0.502 -3.454



Record 4
ORCA calculation (wB97M-V/def2-TZVPD) on C15H36N4O7SZn as an isolated structure in a non-equilibrium geometry.

For the energy above the lowest of the compared OMol25 structures with the same formula, charge and spin, the calculation gives 71.6 kcal per mole. For the max |F|, the calculation gives 0.1236 hartree/bohr. As for the HOMO-LUMO gap: 7.2 eV. The value obtained for the total energy is -3516.3980 a.u. Its charge is 0.

Element x y z (Å)
Zn -0.04182 -0.91625 -15.45959
S -0.35414 -3.23133 -16.47609
O -0.83503 -2.65615 -15.19308
O 0.43759 -2.14408 -16.94826
O 0.43461 -4.44265 -16.31343
O -1.51201 -3.43871 -17.36731
C -2.37011 1.04140 -18.84051
C -1.42458 0.38207 -17.80839
N -1.86909 0.36241 -16.34389
C -3.17169 -0.40909 -16.24293
C -3.73536 -0.62618 -14.82553
C -2.25772 1.70694 -15.95948
C -1.07443 2.77909 -16.02173
H -1.91532 1.04899 -19.83107
H -2.41201 2.10722 -18.61604
H -3.34210 0.56017 -18.94893
H -1.30859 -0.62947 -18.19753
H -0.58624 1.05598 -17.98481
H -3.95991 0.13619 -16.76204
H -3.15635 -1.38586 -16.72643
H -3.07783 -1.29490 -14.27005
H -4.04325 0.25684 -14.26555
H -4.68617 -1.15651 -14.87845
H -2.55208 1.59869 -14.91557
H -3.14642 2.14005 -16.41852
H -0.22106 2.39319 -15.46411
H -1.40838 3.58094 -15.36324
H -0.90678 3.08784 -17.05356
C 2.75789 2.06427 -15.54197
C 2.15544 1.10952 -16.53806
O 1.22067 0.41809 -16.13619
N 2.69607 0.99443 -17.75229
C 2.16848 0.00030 -18.66646
H 3.11001 1.57617 -14.63319
H 2.14286 2.93451 -15.31280
H 3.68591 2.60114 -15.73859
H 3.53157 1.53876 -17.91278
H 1.98543 0.32937 -19.68935
H 1.15336 -0.33501 -18.45384
H 2.75956 -0.88585 -18.89768
C -0.59275 2.18145 -12.64193
C -1.10499 0.74696 -12.69868
O -0.79599 0.01717 -13.59402
N -1.65934 0.29639 -11.57026
C -2.18071 -0.98595 -11.25668
H 0.28050 2.37718 -13.26420
H -0.24403 2.35150 -11.62332
H -1.32462 2.90195 -13.00712
H -1.92384 0.99670 -10.89225
H -1.56279 -1.67925 -11.82730
H -3.19337 -1.07634 -11.64969
H -2.17982 -1.18088 -10.18425
C 2.60298 -1.46844 -11.96522
C 2.54865 -1.81956 -13.39834
O 1.71778 -1.27666 -14.14321
N 3.42633 -2.76395 -13.80487
C 3.63317 -3.12078 -15.22284
H 1.83565 -0.76022 -11.65261
H 3.55231 -1.05796 -11.62118
H 2.38152 -2.42222 -11.48630
H 3.94031 -3.32256 -13.13863
H 4.13134 -4.08182 -15.35062
H 4.03686 -2.28435 -15.79337
H 2.59504 -3.23594 -15.53451

Cartesian forces (eV/Å) of the 3 atoms listed first:
Zn -0.523 0.691 0.816
S -3.392 -5.159 -1.502
O -1.245 -0.011 2.862



- Look up the total energy of the first one.
  -1661.2528 a.u.